Entry 1:
75
Properties=species:S:1:pos:R:3:lowdin_spin:R:1 method="wB97M-V/def2-TZVPD" molar_mass_g_mol=652.0 e_homo_ev="-7.4 / -8.4" max_force_ev_per_a=2.2 orbital_gap_ha="0.285 / 0.231" s2=6.0113 energy_ev=-91906.8831 spin_multiplicity=5 total_charge=0
C 2.5161 -2.6919 -1.9408 0.003
C 2.0196 -1.8210 -3.0548 0.000
H 2.0872 -3.6938 -2.0637 0.000
H 2.2549 -2.3161 -0.9475 0.004
H 3.6159 -2.7967 -1.9882 0.000
C 1.9840 -2.2445 -4.3175 0.000
C 2.3404 -3.6255 -4.7470 0.000
H 1.7344 -1.5547 -5.1286 0.000
H 1.8652 -4.3860 -4.1220 0.000
H 3.4228 -3.7917 -4.7302 0.000
H 1.9949 -3.7600 -5.7741 0.000
Rh 0.6379 0.0241 2.9013 2.729
Cl 2.5512 1.2425 3.4068 0.329
Cl 1.6015 -0.6062 0.9197 0.335
C 0.0667 2.9079 2.1376 0.003
O -0.5970 1.8508 2.2791 0.081
N -0.5553 4.0322 1.7695 0.000
C -2.0001 3.9656 1.5309 0.000
C 0.1840 5.2456 1.4335 0.001
H 1.1493 2.9591 2.3286 0.001
H -2.5393 3.6735 2.4434 0.000
H -2.2383 3.2629 0.7150 0.000
H -2.3238 4.9688 1.2367 0.000
H 1.0512 5.3551 2.1069 0.000
H -0.4946 6.1007 1.5414 0.000
H 0.5302 5.2058 0.3883 0.000
H -0.0806 -4.7288 3.6906 0.004
H -0.1560 -3.0056 1.1030 0.002
C -1.1566 -4.6707 3.4748 0.004
C -1.1237 -3.4952 1.2905 0.002
N -1.4509 -3.4550 2.7196 0.019
H -1.7071 -4.6556 4.4204 0.000
C -1.4025 -2.2779 3.3721 0.013
O -1.4318 -1.1330 2.8578 0.061
H -1.9087 -2.9766 0.7254 0.000
H -1.3141 -2.3808 4.4641 0.000
H -1.4616 -5.5455 2.8931 0.000
H -1.0774 -4.5370 0.9773 0.000
O 0.5747 -0.5691 -1.6676 0.014
C 1.5694 -0.4160 -2.6789 0.001
C 0.0849 0.1302 -4.6725 0.000
C 1.1547 0.4788 -3.8513 0.000
H -0.4003 -0.8379 -4.5067 0.000
C -0.3575 1.0191 -5.6683 0.000
H 2.4642 0.0360 -2.2192 0.001
C 1.8659 1.6716 -4.0841 0.000
H -1.2013 0.7236 -6.2969 0.000
C 0.2933 2.2510 -5.8334 0.000
C 1.4479 2.5384 -5.0892 0.000
H 2.7467 1.8658 -3.4581 0.000
H -0.0728 2.9517 -6.5771 0.000
H 2.0330 3.4372 -5.2886 0.000
Si -0.7610 0.3545 -1.2053 0.001
Cl 1.3592 -2.1975 3.5228 0.260
C -2.0908 0.0752 -2.5269 0.000
C -0.2379 2.1561 -1.3526 0.000
C -1.7247 -0.1286 0.2913 0.002
H -1.9273 0.6817 -3.4265 0.000
H -3.0669 0.3383 -2.1030 0.000
H -2.1126 -0.9802 -2.8342 0.000
H -2.2636 -1.0689 0.1735 0.000
H -2.4354 0.6357 0.6246 0.000
H -0.9935 -0.2803 1.0935 0.001
H 0.0605 2.3784 -2.3901 0.000
H 0.6336 2.3675 -0.7144 0.000
H -1.0498 2.8525 -1.1017 0.000
C -1.7476 0.5103 5.4551 0.019
S -0.0438 0.8609 5.0180 0.089
C 0.8433 0.1224 6.3992 0.009
H -2.3442 0.3528 4.5478 0.001
H -2.0998 1.4057 5.9849 0.004
H -1.8205 -0.3662 6.1100 0.000
H 0.8198 0.8727 7.1980 0.004
H 0.3404 -0.7943 6.7176 0.000
H 1.8720 -0.0739 6.0978 0.001

---

Entry 2:
79
Properties=species:S:1:pos:R:3:lowdin_charge:R:1 method="wB97M-V/def2-TZVPD" molar_mass_g_mol=557.6 e_homo_ev=-12.4 max_force_ev_per_a=2.5 orbital_gap_ha=0.320 energy_ev=-60328.9639 total_charge=+1
C -1.0387 -3.1197 0.1967 -0.055
C 0.0118 -3.6252 -0.8032 -0.241
O 0.1765 -2.8274 -1.9706 -0.138
C 0.4023 -1.4611 -1.6967 -0.183
C -0.8557 -0.6696 -2.0896 -0.164
O -1.2023 0.3054 -1.0596 -0.202
P -2.5116 1.1770 -1.2843 0.698
N -3.3460 1.2002 0.1625 -0.003
C -1.9622 2.8691 -1.5798 -0.194
C -0.8523 2.9184 -2.6661 -0.180
C 0.5701 3.0071 -2.0881 -0.245
O 1.2443 1.7562 -2.0367 -0.076
N -3.3803 0.7292 -2.5561 0.019
C -4.4322 -0.0202 -2.3948 -0.372
C -5.7135 0.4382 -1.8195 -0.011
C -4.4048 -1.4318 -2.8781 -0.010
H -1.5610 -3.9660 0.6310 0.080
H -0.5370 -2.6311 1.0256 0.076
H -1.7931 -2.4846 -0.2536 0.056
H -0.3164 -4.5996 -1.1507 0.116
H 0.9780 -3.7771 -0.3212 0.114
H 1.2042 -1.1315 -2.3540 0.123
H 0.7179 -1.2623 -0.6754 0.134
H -0.7074 -0.1967 -3.0535 0.112
H -1.6570 -1.3896 -2.1473 0.089
H -2.8383 1.8471 0.7731 0.039
H -3.2895 0.2938 0.6257 0.084
H -1.6001 3.3261 -0.6656 0.070
H -2.7957 3.4280 -1.9896 0.104
H -1.0166 3.7904 -3.2892 0.115
H -0.8990 2.0628 -3.3389 0.097
H 1.1825 3.7048 -2.6549 0.117
H 0.4919 3.3493 -1.0604 0.112
H 1.2153 1.3455 -2.9117 0.088
H -6.2244 1.0562 -2.5578 0.117
H -5.6024 1.0063 -0.9021 0.079
H -6.3614 -0.4047 -1.6072 0.092
H -4.4043 -2.1228 -2.0390 0.109
H -5.2503 -1.6271 -3.5336 0.104
H -3.5213 -1.5648 -3.4897 0.083
C -2.0101 1.4318 5.5060 -0.015
C -1.3327 1.8226 4.2161 -0.320
C -0.3049 2.9191 4.3551 -0.077
O -0.3513 3.5407 3.0576 0.075
C -1.5861 3.3406 2.5612 -0.567
O -2.0261 3.8969 1.5986 0.137
O -2.2662 2.4291 3.2918 0.079
H -2.6154 2.2539 5.8882 0.098
H -2.6817 0.5889 5.3458 0.089
H -1.2753 1.1481 6.2586 0.098
H -0.9046 0.9414 3.7304 0.158
H 0.6921 2.5416 4.5654 0.144
H -0.5723 3.6643 5.1063 0.147
C 4.4037 -7.3356 -0.1540 -0.021
C 3.1491 -7.7714 0.5624 -0.328
C 1.8832 -7.1233 0.0577 -0.108
O 1.0486 -7.1251 1.2195 0.054
C 1.8717 -7.0998 2.3050 -0.558
O 1.5118 -6.8874 3.4139 0.172
O 3.1554 -7.3414 1.9358 0.088
H 4.6074 -6.2804 0.0323 0.092
H 5.2646 -7.8952 0.2097 0.089
H 4.3150 -7.4995 -1.2280 0.092
H 3.0661 -8.8612 0.5487 0.161
H 1.4179 -7.6821 -0.7513 0.140
H 2.0325 -6.0879 -0.2612 0.123
C 3.8470 3.3988 -0.4477 -0.022
C 4.3011 4.6757 0.2161 -0.330
C 3.1766 5.5602 0.7010 -0.103
O 3.7590 6.8630 0.6241 0.064
C 4.7115 6.8254 -0.3490 -0.552
O 5.2418 7.7777 -0.8092 0.181
O 4.9619 5.5399 -0.7198 0.086
H 3.3223 3.6077 -1.3796 0.074
H 4.7042 2.7768 -0.7043 0.091
H 3.1901 2.8261 0.2080 0.090
H 5.0030 4.4542 1.0249 0.160
H 2.8697 5.3366 1.7205 0.136
H 2.2996 5.5306 0.0475 0.134

---

Entry 3:
71
Properties=species:S:1:pos:R:3:lowdin_spin:R:1 method="wB97M-V/def2-TZVPD" molar_mass_g_mol=625.6 e_homo_ev="-18.4 / -20.4" max_force_ev_per_a=7.7 orbital_gap_ha="0.170 / 0.167" s2=6.0462 energy_ev=-131571.1512 spin_multiplicity=5 total_charge=+4
Ru 0.9979 0.4196 0.2904 0.876
P 3.1148 -0.2192 1.0039 0.019
P -0.3392 1.5602 1.7497 0.127
P 0.8791 -0.8347 -1.5873 0.105
H -4.0948 -1.2604 -0.2151 0.000
C -3.5207 -1.1727 -1.1484 0.072
C -3.2421 -2.3853 -1.8448 0.579
H -3.4435 -3.3461 -1.3754 0.028
C 4.5849 0.5986 0.2516 0.008
C 3.2866 0.2030 2.7727 0.005
C 3.5844 -1.9898 0.9021 0.009
C -2.0948 1.2409 1.3901 0.021
C -0.1468 1.1467 3.5196 0.025
C -0.2071 3.3852 1.8009 0.036
C -0.4332 -0.3639 -2.7554 0.021
C 0.6552 -2.6402 -1.4729 0.025
C 2.4093 -0.6563 -2.5750 0.036
H -3.8200 -0.2942 -1.7424 0.005
H -2.9945 -2.3716 -2.9046 0.027
H 5.4949 0.1562 0.6815 0.000
H 4.5760 1.6764 0.4631 0.002
H 4.6022 0.4563 -0.8348 0.001
H 4.3520 0.1780 3.0429 -0.001
H 2.7402 -0.5229 3.3881 0.001
H 2.8976 1.2122 2.9576 0.000
H 4.6784 -2.0663 0.9761 0.001
H 3.2676 -2.4282 -0.0515 0.000
H 3.1283 -2.5556 1.7239 0.001
H -2.7305 1.9081 1.9885 0.004
H -2.3453 0.1964 1.6160 0.003
H -2.2809 1.4217 0.3252 0.007
H -0.3791 2.0425 4.1111 0.002
H 0.8828 0.8396 3.7352 0.001
H -0.8328 0.3424 3.8077 0.003
H -0.5678 3.7381 2.7766 0.003
H -0.8046 3.8491 1.0101 0.001
H 0.8381 3.6946 1.6756 0.011
H -0.0655 -0.5083 -3.7794 0.002
H -0.6929 0.6924 -2.6248 0.004
H -1.3270 -0.9786 -2.5909 0.006
H 1.2253 -3.1166 -2.2825 0.001
H -0.4093 -2.8724 -1.5918 0.006
H 0.9989 -3.0257 -0.5061 0.003
H 2.3253 -1.3298 -3.4393 0.005
H 3.2964 -0.9278 -1.9887 0.001
H 2.5091 0.3795 -2.9273 0.003
C 0.7633 2.7587 -1.9954 0.294
C -0.5936 3.0730 -1.8586 0.070
C -1.3779 3.2521 -3.0012 0.096
C -0.7878 3.2018 -4.2684 0.292
C 0.5886 2.9759 -4.3954 0.065
C 1.3735 2.7799 -3.2604 0.087
Se 1.8577 2.2089 -0.4479 0.507
H -2.1640 -0.7578 -0.6536 0.150
H -1.0204 3.1541 -0.8592 0.000
H -2.4470 3.4498 -2.8917 0.001
H -1.4000 3.3546 -5.1572 0.010
H 1.0542 2.9605 -5.3817 0.000
H 2.4519 2.6334 -3.3301 0.003
S 0.4372 -1.5905 1.7123 0.240
C -1.1695 -2.0624 2.0906 0.028
N -1.5987 -1.8625 3.3906 0.012
C -2.8905 -2.1019 3.7814 0.007
C -3.7740 -2.6377 2.8697 0.009
C -3.3366 -2.9670 1.5791 0.001
C -2.0185 -2.7275 1.2151 0.025
H -0.9250 -1.5092 4.0693 0.001
H -3.1326 -1.8423 4.8083 0.000
H -4.8100 -2.8102 3.1597 0.000
H -4.0252 -3.4025 0.8566 0.000
H -1.6083 -3.0023 0.2465 0.005

---

Listing energy relative to the best compared isomer or geometry (same formula, charge and spin) for the structures above in their given order: 0.0, 0.0, 67.2 kcal per mole.